ORCA calculation (ωB97M-V/def2-TZVPD) on 2 unconnected molecules or ions with the total composition C2H4NP.

Results
2S+1: 1
HOMO level (spin up / spin down) (eV): -8.62 / -7.43
Energy above the lowest of the compared OMol25 structures with the same formula, charge and spin (kJ/mol): 448.59
Molar mass (g/mol): 73.03
Lowest unoccupied orbital energy (spin up / spin down) (eV): -0.46 / -0.85
F_max (eV/Å): 3.44

Structure (XYZ):
```
8
C2H4NP ωB97M-V/def2-TZVPD
C -0.87211 0.53366 0.52157
C 1.33096 -0.49126 -0.37228
N -1.67288 0.75895 -0.54458
P -2.14307 -0.68303 0.07035
H -0.56677 1.18454 1.45343
H 1.03729 -1.38887 0.02779
H 1.97760 0.22503 0.15421
H 0.90897 -0.13901 -1.31048
```

=====

ORCA calculation (ωB97M-V/def2-TZVPD) on 2 unconnected molecules or ions with the total composition C3H6F2O2P.

Results
2S+1: 1
HOMO level (spin up / spin down) (eV): -3.77 / -2.20
Energy above the lowest of the compared OMol25 structures with the same formula, charge and spin (kJ/mol): 200.18
Molar mass (g/mol): 143.05
Charge: -1
Lowest unoccupied orbital energy (spin up / spin down) (eV): 3.48 / 3.03
F_max (eV/Å): 0.83

Structure (XYZ):
```
14
C3H6F2O2P ωB97M-V/def2-TZVPD
C -2.18319 0.07495 0.12105
C 1.73910 0.54735 -1.14163
C -1.31626 0.07377 1.36523
O 3.17192 -0.81226 0.86158
O 1.87326 -2.24480 -0.81703
F -1.88997 -0.75465 2.33811
F -1.36937 1.35725 1.95187
P 2.05423 -0.96622 -0.09181
H -3.25094 0.19512 0.35312
H -2.04087 -0.86289 -0.41228
H -1.87030 0.90201 -0.51672
H 0.96726 0.32144 -1.86773
H 1.43819 1.36747 -0.49910
H 2.67693 0.80145 -1.64466
```

=====

ORCA calculation (ωB97M-V/def2-TZVPD) on a gas-phase ion, C4H5N2S2 (charge -1).

Results
2S+1: 1
HOMO level (eV): -2.39
Energy above the lowest of the compared OMol25 structures with the same formula, charge and spin (kJ/mol): 301.40
Molar mass (g/mol): 145.23
Charge: -1
Lowest unoccupied orbital energy (eV): 3.21
F_max (eV/Å): 5.11

Structure (XYZ):
```
13
C4H5N2S2 ωB97M-V/def2-TZVPD
C 1.26443 0.33267 1.17810
C 2.33366 0.74137 0.27069
C 0.13431 -0.05115 0.55937
C -2.38923 -0.74539 -0.13952
N 1.99986 0.72446 -0.93902
N 0.96906 0.11797 -1.27662
S 0.06099 0.11533 -2.67707
S -1.07118 -1.09757 1.09541
H 1.35600 0.61286 2.31180
H 3.31988 1.11561 0.45173
H -3.02577 0.04593 0.39938
H -2.98871 -1.67377 -0.33128
H -1.96330 -0.23830 -0.90297
```

=====

ORCA calculation (ωB97M-V/def2-TZVPD) on a molecular structure, C6H14O.

Results
2S+1: 1
HOMO level (spin up / spin down) (eV): -8.41 / -8.39
Energy above the lowest of the compared OMol25 structures with the same formula, charge and spin (kJ/mol): 478.03
Molar mass (g/mol): 102.18
Lowest unoccupied orbital energy (spin up / spin down) (eV): -0.61 / -0.62
F_max (eV/Å): 0.32

Structure (XYZ):
```
21
C6H14O ωB97M-V/def2-TZVPD
C 1.87058 -1.75765 0.35793
O 1.53539 -0.21309 -1.20772
C 0.80294 0.81145 -0.87028
C -0.58718 0.42575 0.00505
C -1.13546 1.78204 0.44312
C -1.50385 -0.32085 -0.95873
C -0.17527 -0.40697 1.12068
H 1.68460 -2.36989 1.24802
H 2.79818 -1.20043 0.41497
H 1.76320 -2.31590 -0.56415
H 0.30070 1.30795 -1.72653
H 1.30847 1.59042 -0.25380
H -0.47316 2.26150 1.17268
H -2.12872 1.68276 0.89511
H -1.22208 2.44742 -0.42523
H -0.95498 -1.15252 -1.41515
H -1.84166 0.33809 -1.76697
H -2.39094 -0.71487 -0.44912
H 0.87266 -0.97194 0.62036
H -0.73756 -1.31411 1.34764
H 0.21416 0.09085 2.01210
```

=====

ORCA calculation (ωB97M-V/def2-TZVPD) on a molecular structure, C22H50P2Si2Ti.

Results
2S+1: 3
HOMO level (spin up / spin down) (eV): -5.47 / -5.54
Energy above the lowest of the compared OMol25 structures with the same formula, charge and spin (kJ/mol): 669.31
Molar mass (g/mol): 480.63
Lowest unoccupied orbital energy (spin up / spin down) (eV): -0.27 / -0.30
F_max (eV/Å): 5.59

Structure (XYZ):
```
77
C22H50P2Si2Ti ωB97M-V/def2-TZVPD
P -2.43039 2.16650 -0.18104
P 0.26961 -1.70074 1.06960
C -1.20822 0.78286 -0.28737
C -1.50118 -0.59939 0.34936
H -0.16631 1.06059 0.03616
H -1.17168 0.71056 -1.42989
H -1.77859 -0.46682 1.39680
H -2.27716 -1.31403 -0.15017
C 1.26187 -2.62565 -0.31449
H 2.29787 -2.78987 0.02459
H 1.40717 -2.04265 -1.23502
H 0.85441 -3.62997 -0.64538
C -0.56408 -3.24015 1.68738
H -0.28139 -4.15795 1.13425
H -1.65473 -3.08634 1.66811
H -0.20394 -3.32667 2.70714
C -2.47318 3.11551 -1.73573
H -2.59153 4.17709 -1.47315
H -3.34023 2.88466 -2.36151
H -1.56228 3.01203 -2.35296
C -3.97638 1.58328 0.37158
H -3.90628 0.61125 0.82877
H -4.74739 1.57427 -0.38992
H -4.32637 2.29551 1.11204
Ti -0.81683 -1.07035 -1.89717
C -1.27424 -2.81720 -2.23600
C -0.18281 -2.44164 -3.17368
C -0.46668 -1.78852 -4.53223
C -1.77791 -0.90043 -4.61681
C -2.02852 -0.11841 -3.29420
C -2.95894 -0.59165 -2.32185
C -3.70127 -1.92234 -2.37729
C -2.69495 -3.03227 -2.65330
C -1.58773 3.07111 1.10492
H -0.97828 -3.19397 -1.26122
H 0.89678 -2.61372 -2.98972
H -0.53734 -2.55275 -5.36713
H 0.30962 -1.03467 -4.81806
H -1.73488 -0.14368 -5.44548
H -2.62795 -1.55900 -4.93800
H -1.99043 1.00818 -3.42169
H -3.54789 0.14170 -1.72216
H -4.54203 -2.01316 -3.12170
H -4.13958 -2.11951 -1.37097
H -2.93488 -3.96470 -2.15082
H -2.53817 -3.21884 -3.70675
H -1.04892 2.32822 1.70423
H -2.34285 3.65706 1.62626
H -0.88481 3.76138 0.66366
C 2.33052 3.38220 0.26532
Si 2.19603 2.41991 1.87156
C 3.85563 2.65340 2.75481
C 1.06259 3.13522 3.19112
C 1.58009 0.58877 1.56783
Si 2.91499 -0.58696 2.07125
C 3.12290 -0.20397 3.95465
C 2.99057 -2.54401 2.34301
C 4.44398 -0.27427 1.00106
H 3.09483 4.16161 0.42640
H 1.39984 3.88493 -0.01558
H 2.67031 2.76689 -0.58436
H 4.08982 3.70786 2.54407
H 3.69382 2.52402 3.83658
H 4.68188 2.01699 2.41534
H 0.15080 3.58165 2.78828
H 0.81992 2.37251 3.94521
H 1.65826 3.93736 3.65725
H 0.51247 0.43228 1.91531
H 2.76881 -1.10150 4.49520
H 4.20467 -0.01238 4.10082
H 2.49957 0.66770 4.24383
H 2.79404 -3.22941 1.49279
H 4.04968 -2.65946 2.66889
H 2.30262 -2.80663 3.17856
H 4.19179 0.12156 0.00793
H 5.13643 0.42234 1.49053
H 4.98502 -1.22333 0.86035
```

=====

ORCA calculation (ωB97M-V/def2-TZVPD) on a molecular structure, C7H4O3S.

Results
2S+1: 1
HOMO level (spin up / spin down) (eV): -8.91 / -8.91
Molar mass (g/mol): 168.17
Lowest unoccupied orbital energy (spin up / spin down) (eV): -1.89 / -1.88
F_max (eV/Å): 2.73

Structure (XYZ):
```
15
C7H4O3S ωB97M-V/def2-TZVPD
C -1.28155 -3.55945 -1.40309
C 0.28887 1.45845 0.93469
C 1.49462 1.75806 1.57087
C 2.07479 0.26963 0.42278
C 0.70305 0.40621 0.11927
C -0.39574 -2.75043 -1.44832
C -1.05012 2.02326 1.22773
O 0.88900 -1.07543 -2.89948
O 2.61520 1.28080 1.08879
O -0.01680 -0.48722 -0.57450
S 0.91590 -1.56198 -1.54278
H -2.07074 -4.25602 -1.36853
H -1.46814 2.44862 0.31523
H -1.72994 1.24555 1.57415
H -0.96840 2.79996 1.98320
```

=====

> Look up the molar mass of the first one.

73.03 g/mol

=====

> F_max of number 4 (C6H14O)?

0.32 eV/Å